Computed, not measured: 8 unconnected molecules or ions with the total composition C29H50O24, with ωB97M-V/def2-TZVPD.

Geometry as XYZ:
```
103
Properties=species:S:1:pos:R:3:forces:R:3
C -0.817 0.102 -0.002 -0.4 -0.3 -3.8
C -0.144 1.390 -0.487 -0.5 -0.8 -1.2
O 0.343 1.920 0.709 0.9 1.0 2.2
C 0.167 1.033 1.764 -0.2 2.1 -0.4
O 0.368 1.189 2.936 0.6 0.3 -1.0
O -0.383 -0.013 1.247 -0.3 -2.8 4.1
H -0.449 -0.810 -0.473 -0.3 0.2 -0.8
H -1.901 0.156 -0.105 -0.1 -0.1 0.3
H -0.870 2.040 -0.975 0.2 0.2 0.3
H 0.662 1.186 -1.192 0.1 0.1 0.1
C -0.481 -3.410 4.720 1.7 0.5 -2.0
C -0.802 -2.768 3.362 -0.2 -1.0 -0.4
O -2.055 -2.114 3.560 0.0 0.3 0.8
C -2.229 -1.977 4.896 -2.8 0.7 1.6
O -3.167 -1.394 5.445 3.0 -1.5 -1.8
O -1.285 -2.687 5.578 -1.0 0.6 1.0
H 0.578 -3.184 4.850 0.0 -0.1 0.8
H -0.571 -4.496 4.712 -0.7 0.1 0.4
H -0.963 -3.571 2.643 0.3 0.4 -0.4
H -0.062 -2.028 3.058 -0.1 -0.1 -0.2
C -2.020 -3.181 -0.024 -0.5 -0.6 0.5
C -2.532 -4.607 0.347 0.1 3.4 -1.5
C -3.234 -5.205 -0.927 -2.7 -0.4 2.7
O -2.478 -6.334 -1.159 0.9 -0.5 -1.4
C -1.467 -6.441 -0.313 2.4 -1.2 0.2
O -0.698 -7.369 -0.379 -0.7 1.3 0.6
O -1.358 -5.353 0.538 -0.6 -2.7 -1.0
H -1.007 -3.051 0.356 -0.1 0.0 0.0
H -2.673 -2.463 0.472 0.1 0.4 -0.5
H -2.015 -3.118 -1.112 0.1 0.6 0.1
H -3.116 -4.519 1.263 -0.2 -0.7 -0.1
H -3.578 -4.562 -1.737 1.6 0.3 -0.5
H -4.206 -5.646 -0.708 -0.4 0.2 0.8
C -3.595 -3.127 -5.071 1.0 0.7 -0.1
C -2.187 -2.601 -4.584 -0.2 -0.4 0.1
C -1.299 -1.704 -5.471 -1.4 -1.1 -0.9
O -1.136 -0.507 -4.745 0.8 0.2 -0.4
C -1.853 -0.538 -3.630 -0.3 0.0 0.4
O -1.957 0.377 -2.863 0.0 -0.5 0.0
O -2.461 -1.733 -3.515 -0.9 1.3 1.6
H -4.141 -3.648 -4.285 0.3 0.0 0.1
H -3.636 -3.731 -5.978 0.6 -0.2 0.1
H -4.180 -2.241 -5.320 0.0 0.2 0.1
H -1.478 -3.282 -4.113 -0.5 -1.0 -0.4
H -1.844 -1.455 -6.382 0.4 0.0 -0.3
H -0.402 -2.297 -5.647 0.4 0.9 -0.2
C 3.773 1.119 0.454 1.2 -0.5 0.3
O 3.395 1.159 -0.902 -0.8 -0.9 -1.3
C 3.137 2.224 -1.614 -1.7 1.4 -2.2
O 2.816 2.241 -2.807 1.2 -0.8 2.2
O 3.108 3.314 -0.867 0.3 0.9 0.9
C 3.182 4.583 -1.526 0.8 0.2 -0.7
H 3.462 1.932 1.110 -0.3 -0.1 -0.4
H 4.860 1.068 0.391 0.1 0.2 0.6
H 3.440 0.136 0.788 -0.2 0.3 0.3
H 3.205 5.372 -0.774 -0.3 -0.4 0.1
H 2.433 4.764 -2.297 -0.4 -0.3 0.4
H 4.133 4.610 -2.057 0.1 0.1 0.0
C 4.819 5.965 1.616 -1.1 -0.1 0.3
C 4.360 4.837 2.603 2.0 0.3 -1.9
O 3.886 5.477 3.744 -0.5 0.5 1.4
C 3.259 4.888 4.791 -0.2 1.7 1.8
O 3.146 5.441 5.885 0.4 -1.0 -2.3
O 2.733 3.742 4.460 0.4 -1.1 -1.7
C 1.869 3.085 5.353 -0.4 0.1 1.3
H 3.919 6.468 1.263 -0.1 0.0 -0.3
H 5.367 5.581 0.756 -0.1 -0.2 0.1
H 5.399 6.782 2.044 0.2 -0.4 0.5
H 5.261 4.257 2.801 0.1 -0.2 0.6
H 3.717 4.144 2.060 -0.7 0.3 0.4
H 1.385 2.231 4.879 0.2 0.4 -0.4
H 1.158 3.838 5.692 -0.3 -0.4 0.2
H 2.434 2.719 6.211 0.0 0.1 0.1
C 3.201 -0.797 -4.441 0.8 -0.3 -0.9
C 3.191 -1.235 -2.999 -0.5 0.9 -0.5
O 3.001 -2.660 -2.872 -0.1 -0.2 0.1
C 1.770 -3.215 -2.915 -0.2 2.3 0.8
O 0.727 -2.570 -3.067 1.4 -1.9 0.0
O 1.970 -4.499 -2.618 -0.1 0.0 -0.1
C 0.895 -5.371 -2.405 -2.2 -1.1 0.0
H 2.412 -1.180 -5.088 -0.5 0.4 0.4
H 4.089 -1.201 -4.926 0.3 -0.3 0.1
H 3.366 0.277 -4.531 -0.6 0.1 0.2
H 2.520 -0.633 -2.384 -0.6 -0.6 -0.1
H 4.158 -0.921 -2.607 0.2 -1.0 0.3
H 0.549 -5.904 -3.291 0.5 0.3 -0.5
H -0.025 -4.933 -2.016 0.2 0.9 -0.1
H 1.042 -6.178 -1.687 1.2 0.4 0.1
C -3.694 1.822 4.039 0.2 0.6 -1.8
C -3.357 2.191 2.535 -0.6 -0.4 0.9
O -4.008 3.481 2.294 1.6 1.0 -2.5
C -3.638 4.283 1.177 -0.4 2.3 0.3
O -3.598 5.530 1.254 -0.1 -4.6 -0.3
O -3.466 3.557 0.003 0.1 -0.4 2.7
C -3.196 4.160 -1.245 -1.5 1.0 -0.6
H -4.765 1.786 4.240 -0.1 -0.2 -0.5
H -3.356 2.631 4.686 0.5 -0.3 0.0
H -3.263 0.841 4.239 0.1 0.2 0.4
H -3.630 1.413 1.822 -1.2 0.1 0.0
H -2.290 2.160 2.314 0.4 1.1 0.6
H -3.685 5.132 -1.304 0.6 0.5 0.4
H -3.815 3.637 -1.974 0.5 -0.7 0.0
H -2.150 4.190 -1.550 -0.1 -0.1 0.4
```
Positions in Å, forces in eV/Å.

As for the SMILES: C[C@H]1COC(=O)O1.C[C@H]1COC(=O)O1.CCOC(=O)OC.CCOC(=O)OC.CCOC(=O)OC.COC(=O)OC.O=C1OCCO1.O=C1OCCO1. The value obtained for the maximum force is 5.01 eV/A. The spin multiplicity is 1. For the gap between HOMO and LUMO, the calculation gives 10.607 eV. The molar mass is 782.695 g/mol.

=====

Computed, not measured: a molecular structure, C29H51NOP2Si4TeYb, with ωB97M-V/def2-TZVPD.

Geometry as XYZ:
```
90
Properties=species:S:1:pos:R:3:forces:R:3
C 0.520 -2.592 -4.344 0.1 -0.3 0.0
C -0.480 -2.017 -3.564 -0.3 -0.1 0.6
C -0.980 -2.771 -2.461 0.5 0.5 0.1
C -0.598 -4.098 -2.273 0.4 0.0 -0.3
C 0.401 -4.654 -3.071 -0.3 0.1 -0.2
C 0.965 -3.898 -4.099 0.1 0.1 -0.1
C -1.114 -4.819 -1.037 -1.9 1.0 -1.9
C -2.397 -4.216 -0.487 -0.3 0.0 0.4
C -2.664 -2.879 -0.775 0.1 0.4 0.5
C -3.813 -2.231 -0.232 0.6 -0.2 -0.2
C -4.561 -2.923 0.717 0.0 -0.2 0.0
C -4.244 -4.242 1.061 -0.1 0.0 0.1
C -3.171 -4.894 0.453 -0.2 0.1 -0.3
H 0.952 -2.012 -5.164 -0.2 -0.3 0.2
H 0.731 -5.675 -2.865 0.0 0.3 -0.2
H 1.751 -4.326 -4.719 -0.2 0.1 0.2
H -1.295 -5.869 -1.293 0.2 0.1 0.2
H -5.414 -2.424 1.183 0.2 -0.2 -0.1
H -4.843 -4.763 1.807 0.1 0.1 -0.2
H -2.915 -5.928 0.699 -0.2 0.3 0.0
N -1.706 -2.124 -1.455 -2.5 -1.2 -2.4
Yb -0.588 -0.818 -0.329 1.8 1.8 1.3
C -1.053 -0.647 -3.864 0.2 0.1 -0.4
H -2.140 -0.635 -3.676 0.3 -0.1 -0.1
H -0.858 -0.372 -4.912 -0.2 -0.3 0.1
C -4.188 -0.842 -0.706 0.2 0.0 0.0
H -4.094 -0.768 -1.804 -0.1 -0.1 0.4
H -5.220 -0.602 -0.410 0.2 -0.1 -0.2
P -0.359 0.761 -2.846 -0.1 -2.0 -1.6
P -3.125 0.533 -0.028 -1.7 -0.7 0.2
C -3.807 0.567 1.679 0.2 0.2 0.2
H -3.272 1.326 2.267 -0.2 -0.2 0.0
H -4.873 0.828 1.629 0.3 -0.1 0.1
H -3.690 -0.411 2.166 0.0 0.2 -0.1
C -4.083 1.935 -0.725 0.4 0.3 -0.2
H -5.118 1.884 -0.355 0.4 0.0 -0.2
H -3.618 2.878 -0.410 -0.3 -0.1 -0.1
H -4.082 1.887 -1.823 0.0 0.1 0.3
C 1.302 0.879 -3.607 0.2 0.2 0.0
H 1.195 1.223 -4.645 0.2 -0.1 0.2
H 1.911 1.597 -3.042 0.0 -0.1 -0.2
H 1.799 -0.100 -3.596 -0.1 0.2 0.1
C -1.180 2.130 -3.755 -0.1 0.2 0.4
H -0.916 3.084 -3.281 -0.1 -0.1 -0.3
H -0.835 2.124 -4.800 -0.2 0.0 0.4
H -2.272 2.008 -3.727 0.3 0.1 0.0
C -0.097 -4.694 -0.010 0.0 0.0 0.0
O 0.313 -3.655 0.474 0.0 -0.8 0.0
H 0.115 -5.751 0.128 1.9 -0.1 1.9
C 3.884 0.534 -1.051 0.1 -0.1 -0.1
Si 3.564 1.909 0.198 0.0 0.1 -0.1
C 4.832 1.776 1.587 0.0 0.0 0.0
C 3.706 3.566 -0.684 0.1 0.0 -0.1
Si 1.428 1.775 1.172 0.2 0.6 0.4
Te -0.517 2.379 -0.298 0.4 0.9 1.2
Si 1.320 -0.224 2.402 0.3 0.1 -0.1
C 1.922 0.097 4.152 -0.1 0.0 0.2
C -0.448 -0.903 2.462 -0.3 -0.2 0.1
C 2.439 -1.513 1.607 0.0 -0.3 -0.1
Si 1.251 3.614 2.629 0.2 0.0 0.1
C 2.715 3.721 3.817 0.0 0.1 0.1
C 1.175 5.213 1.635 0.0 0.0 0.1
C -0.327 3.392 3.636 -0.1 0.1 0.1
H 4.490 0.953 -1.869 -0.1 -0.2 0.1
H 2.966 0.122 -1.491 0.2 0.1 0.1
H 4.455 -0.290 -0.602 -0.1 0.2 -0.1
H 5.814 1.610 1.117 -0.2 0.0 0.2
H 4.893 2.692 2.188 0.0 -0.2 -0.2
H 4.638 0.933 2.265 0.0 0.1 -0.2
H 2.753 3.894 -1.121 0.2 -0.1 0.1
H 4.063 4.352 -0.005 -0.1 -0.1 -0.2
H 4.438 3.454 -1.498 -0.2 0.2 0.2
H 1.651 1.085 4.545 0.0 -0.3 -0.1
H 1.465 -0.664 4.805 0.2 0.2 -0.1
H 3.015 -0.015 4.214 -0.3 0.1 0.0
H -0.538 -1.915 2.020 0.0 0.3 0.2
H -0.702 -1.012 3.527 -0.1 0.0 -0.3
H -1.214 -0.227 2.042 0.1 -0.1 0.2
H 1.871 -2.419 1.343 0.4 0.2 0.1
H 2.960 -1.156 0.710 -0.1 -0.1 0.2
H 3.203 -1.791 2.348 -0.1 -0.1 -0.2
H 3.592 4.169 3.331 -0.2 -0.1 0.1
H 2.415 4.381 4.645 0.2 -0.1 -0.1
H 3.014 2.757 4.245 0.0 0.2 -0.1
H 0.352 5.213 0.909 0.2 0.0 0.2
H 1.011 6.039 2.344 0.0 -0.1 -0.2
H 2.110 5.411 1.092 -0.2 -0.1 0.2
H -1.217 3.640 3.041 0.2 0.0 0.1
H -0.451 2.372 4.026 0.1 0.2 0.0
H -0.282 4.082 4.492 -0.1 -0.2 -0.2
```
Positions in Å, forces in eV/Å.

As for the expectation value of S²: 0.76. The value obtained for the maximum force is 3.69 eV/A. Its net charge is +1. The spin multiplicity is 2. For the gap between HOMO and LUMO (spin up / spin down), the calculation gives 7.175 / 4.349 eV. The molar mass is 904.665 g/mol.

=====

The following energy relative to the best compared isomer or geometry (same formula, charge and spin) values (in kJ/mol) correspond, in order, to the records above: 278.8 68.9.